No. 1
This record from the OMol25 dataset describes a structure of composition C4H6O2 at a distorted geometry. The level of theory is the ωB97M-V functional and the def2-TZVPD basis.

The geometry in XYZ format:
```
12
Properties=species:S:1:pos:R:3:mulliken_charge:R:1
C -0.684 0.183 -1.519 -0.630
C -0.036 -0.416 -0.537 0.173
C -0.826 1.365 -0.650 -0.315
C 0.013 0.631 0.485 -0.460
O 1.951 -2.089 1.437 -0.265
O 1.279 -2.217 0.256 -0.258
H -1.150 -0.118 -2.369 0.444
H -0.573 2.450 -0.963 0.263
H -1.841 1.523 -0.310 0.184
H -0.657 0.341 1.282 0.205
H 0.987 0.939 0.716 0.319
H 1.537 -2.592 2.172 0.339
```

Net charge: 0
Multiplicity: 1
Energy relative to the best compared isomer or geometry (same formula, charge and spin) in eV: 8.880
LUMO (alpha / beta) in eV: -0.4 / 0.2
HOMO (alpha / beta) in eV: -8.319 / -9.512

=====

No. 2
This record from the OMol25 dataset describes a structure of composition C2H5N3S at a distorted geometry. The level of theory is the ωB97M-V functional and the def2-TZVPD basis.

The geometry in XYZ format:
```
11
Properties=species:S:1:pos:R:3:mulliken_charge:R:1
C 0.519 -0.628 1.082 0.286
C 0.298 -0.435 -1.598 0.127
H -0.879 1.224 1.408 0.202
H 0.959 -1.753 1.115 0.091
H 1.092 -0.306 2.927 0.233
H 0.296 0.536 -2.310 0.320
H 0.357 -2.558 -0.981 0.312
N -0.094 -0.205 -0.066 -0.098
N 0.593 0.178 2.113 -0.644
N 0.547 -1.671 -1.879 -0.576
S -0.878 1.320 -0.015 -0.252
```

Net charge: 0
Multiplicity: 1
Energy relative to the best compared isomer or geometry (same formula, charge and spin) in eV: 4.421
LUMO in eV: 0.6
HOMO in eV: -8.353

=====

- What is the multiplicity in the second record?
  1

=====

- Which formula does entry 1 have?
  C4H6O2

=====

- Which value of multiplicity does entry 1 give?
  1

=====

- What is the formula in the second record?
  C2H5N3S